P | {"formula": "C4H4N2O3", "method": "wB97M-V/def2-TZVPD", "symbols": ["O", "O", "O", "N", "N", "C", "C", "C", "C", "H", "H", "H", "H"], "coordinates": [[-2.45, -0.38, -1.24], [-3.60, -1.15, 0.71], [0.75, 2.68, 0.24], [-0.36, -0.60, 0.04], [0.71, 0.28, -0.02], [-2.78, -0.67, 0.01], [0.43, 1.54, 0.08], [2.13, -0.04, 0.12], [-1.57, 0.17, -0.08], [2.25, -0.92, -0.58], [2.73, 0.96, -0.03], [2.19, -0.37, 1.24], [-0.43, -1.49, -0.50]], "lowdin_charge": [0.0778, 0.1314, 0.1825, 0.0137, -0.1701, -0.5436, -0.1731, 0.0020, -0.0606, 0.1087, 0.1413, 0.1281, 0.1619], "spin_multiplicity": 1}

Q | {"formula": "C4H4N2O3", "method": "wB97M-V/def2-TZVPD", "symbols": ["O", "O", "O", "N", "N", "C", "C", "C", "C", "H", "H", "H", "H"], "coordinates": [[4.37, 0.61, 0.92], [1.75, -2.00, 0.20], [1.86, 1.57, -1.43], [0.09, 1.16, 0.06], [2.63, -1.26, -1.84], [3.65, 0.39, 1.77], [2.15, -1.56, -0.79], [1.05, 1.36, -0.61], [-0.58, 0.42, 0.98], [-0.88, 1.02, 1.90], [-1.47, 0.06, 0.50], [0.02, -0.49, 1.34], [2.55, -0.45, -2.37]], "lowdin_charge": [0.0270, 0.1366, 0.1151, 0.0652, 0.2215, 0.0073, -0.4398, -0.3341, -0.1371, 0.1091, 0.0760, 0.1005, 0.0526], "spin_multiplicity": 1}

Top of the stability list: Q, leading by 5.693 eV.

P | {"formula": "C22H33N11", "method": "wB97M-V/def2-TZVPD", "symbols": ["N", "N", "N", "N", "N", "N", "N", "N", "N", "N", "N", "C", "C", "C", "C", "C", "C", "C", "C", "C", "C", "C", "C", "C", "C", "C", "C", "C", "C", "C", "C", "C", "C", "H", "H", "H", "H", "H", "H", "H", "H", "H", "H", "H", "H", "H", "H", "H", "H", "H", "H", "H", "H", "H", "H", "H", "H", "H", "H", "H", "H", "H", "H", "H", "H", "H"], "coordinates": [[0.35, -1.45, 6.52], [-1.08, -3.33, -1.80], [-0.88, 1.70, -0.88], [-2.05, -1.64, -5.22], [1.21, 2.65, -5.49], [1.03, -2.78, 2.26], [-2.08, 6.20, 0.40], [-0.35, 1.32, 2.62], [3.48, 1.35, -0.37], [-5.47, 1.17, -1.66], [1.96, -1.40, -2.76], [-0.07, 4.57, 0.72], [-2.58, -0.54, -2.94], [1.52, 2.33, -2.90], [-1.21, 1.98, 3.02], [3.79, 0.25, -0.27], [0.48, -3.39, 3.05], [0.96, -0.95, 5.68], [1.10, -1.09, -5.20], [-2.29, 2.83, 3.50], [-0.32, 0.80, -0.43], [0.39, -0.33, 0.17], [1.59, -1.28, -3.84], [-0.26, -4.17, 4.04], [-1.20, 5.48, 0.55], [-4.78, 1.12, -0.76], [-0.07, -3.68, -1.38], [1.74, -0.31, 4.64], [4.14, -1.17, -0.09], [-2.31, -1.18, -4.22], [-3.90, 1.13, 0.40], [1.28, 2.50, -4.35], [1.24, -4.07, -0.83], [2.12, 0.64, 5.00], [-0.33, -5.21, 3.70], [-0.50, 3.56, 0.68], [2.61, -0.95, 4.45], [0.74, -1.07, -0.54], [1.01, -4.70, 0.03], [1.73, -3.13, -0.61], [-2.87, 0.98, 0.08], [-2.79, 0.49, -3.24], [1.78, -4.65, -1.57], [-2.02, 3.52, 4.29], [3.79, -1.38, 0.92], [-3.36, -1.08, -2.41], [0.28, -4.15, 4.99], [-4.19, 0.38, 1.12], [-1.29, -3.85, 4.16], [1.17, 1.36, -2.58], [-0.33, -0.74, 0.87], [0.57, 4.70, -0.15], [1.62, -0.28, -5.71], [-1.70, -0.56, -2.30], [2.56, 2.46, -2.64], [5.19, -1.41, -0.23], [0.02, -0.96, -5.13], [1.21, -0.25, 3.70], [1.18, 0.10, 0.78], [-2.76, 3.35, 2.66], [3.59, -1.77, -0.82], [0.94, 3.10, -2.39], [1.22, -2.04, -5.72], [-3.96, 2.10, 0.89], [0.48, 4.63, 1.65], [-3.07, 2.19, 3.91]], "lowdin_charge": [0.1261, 0.1552, 0.1689, 0.1385, 0.1229, 0.1640, 0.1236, 0.1835, 0.1483, 0.1422, 0.1659, -0.0771, -0.0836, -0.0864, -0.2307, -0.2787, -0.2461, -0.2901, -0.0504, -0.0498, -0.2856, -0.0935, -0.2333, -0.0575, -0.2873, -0.2873, -0.2860, -0.0881, -0.0634, -0.2868, -0.0703, -0.2691, -0.0748, 0.0842, 0.0850, 0.0246, 0.0801, 0.0295, 0.0695, 0.0249, 0.0297, 0.0878, 0.0853, 0.0892, 0.0764, 0.0808, 0.0784, 0.0843, 0.0890, 0.0263, 0.0614, 0.0789, 0.0763, 0.0379, 0.0617, 0.0832, 0.0307, 0.0243, 0.0506, 0.0743, 0.0353, 0.0598, 0.0926, 0.0719, 0.0820, 0.0907], "smiles": "CC#N.CC#N.CC#N.CC#N.CC#N.CC#N.CC#N.CC#N.CC#N.CC#N.CC#N", "spin_multiplicity": 1}

Q | {"formula": "C22H33N11", "method": "wB97M-V/def2-TZVPD", "symbols": ["N", "N", "N", "N", "N", "N", "N", "N", "N", "N", "N", "C", "C", "C", "C", "C", "C", "C", "C", "C", "C", "C", "C", "C", "C", "C", "C", "C", "C", "C", "C", "C", "C", "H", "H", "H", "H", "H", "H", "H", "H", "H", "H", "H", "H", "H", "H", "H", "H", "H", "H", "H", "H", "H", "H", "H", "H", "H", "H", "H", "H", "H", "H", "H", "H", "H"], "coordinates": [[-20.53, -2.84, 3.39], [-15.29, -3.48, 9.13], [-17.02, -5.24, 7.02], [-19.04, -0.32, 8.22], [-22.03, -0.13, 6.20], [-21.26, -3.31, 8.06], [-16.14, -4.38, 3.08], [-19.84, -4.23, 11.57], [-13.60, -0.10, 7.44], [-15.37, -0.59, 3.66], [-16.69, -0.38, 0.08], [-19.67, -6.13, 9.75], [-14.35, -3.94, 8.74], [-19.80, -5.07, 10.78], [-21.43, -3.35, 3.88], [-14.66, -1.01, 2.85], [-13.17, -4.45, 8.10], [-17.15, -1.19, 0.79], [-14.75, 1.85, 6.16], [-17.73, -1.79, 9.94], [-13.78, -1.64, 1.87], [-22.14, -2.62, 8.35], [-21.02, 0.38, 6.02], [-18.45, -0.94, 8.98], [-22.65, -3.94, 4.45], [-17.43, -6.44, 3.95], [-23.25, -1.71, 8.79], [-16.92, -4.22, 6.46], [-16.75, -5.26, 3.47], [-19.78, 1.01, 5.69], [-16.76, -2.88, 5.90], [-17.80, -2.10, 1.70], [-14.11, 0.77, 6.88], [-13.06, -2.33, 2.41], [-15.87, -2.39, 6.31], [-22.96, -0.69, 8.64], [-20.61, -6.76, 9.74], [-12.42, -4.72, 8.84], [-14.22, 2.80, 6.29], [-16.73, -7.24, 3.82], [-19.14, 0.21, 5.27], [-17.29, -3.04, 1.62], [-24.18, -1.86, 8.24], [-19.33, 1.48, 6.51], [-23.45, -1.85, 9.83], [-18.86, -6.76, 10.04], [-12.75, -3.65, 7.48], [-16.71, -1.40, 10.04], [-23.06, -4.62, 3.71], [-17.64, -6.35, 4.98], [-17.59, -2.23, 6.22], [-15.75, 1.99, 6.58], [-18.30, -6.64, 3.39], [-18.84, -2.31, 1.47], [-13.42, -5.35, 7.50], [-19.63, -5.69, 8.75], [-14.43, -2.29, 1.31], [-17.60, -1.63, 2.67], [-23.41, -3.18, 4.55], [-13.23, -0.91, 1.31], [-22.36, -4.38, 5.48], [-17.61, -2.77, 9.49], [-14.85, 1.56, 5.11], [-18.32, -1.93, 10.84], [-19.88, 1.72, 4.92], [-16.58, -2.99, 4.85]], "lowdin_charge": [0.1450, 0.1802, 0.1409, 0.1568, 0.1468, 0.1313, 0.1631, 0.1204, 0.1207, 0.1555, 0.1236, -0.0750, -0.2888, -0.2820, -0.2770, -0.2678, -0.0628, -0.3060, -0.0787, -0.0763, -0.0602, -0.2561, -0.2934, -0.2420, -0.0688, -0.0356, -0.0715, -0.2817, -0.2452, -0.0958, -0.0612, -0.1041, -0.2994, 0.1089, 0.0746, 0.0490, 0.0935, 0.0809, 0.0849, 0.0899, 0.0928, 0.0245, 0.0802, 0.0345, 0.0643, 0.0634, 0.0904, 0.0669, 0.0699, 0.0319, 0.0849, 0.0783, 0.0717, 0.0587, 0.0947, 0.0493, 0.0626, 0.0602, 0.0728, 0.0758, 0.1043, 0.0327, 0.0593, 0.0636, 0.0681, 0.0075], "smiles": "CC#N.CC#N.CC#N.CC#N.CC#N.CC#N.CC#N.CC#N.CC#N.CC#N.CC#N", "spin_multiplicity": 1}

Top of the stability list: P, leading by 0.400 eV.